The following is a DFT calculation (wB97M-V/def2-TZVPD) of a molecular structure, C53H40N3OP2Pt in a non-equilibrium geometry.

CARTESIAN COORDINATES (ANGSTROEM)
1 Pt 0.16 0.27 -0.24
2 O 2.59 2.58 0.70
3 C 3.74 2.34 -0.02
4 C 4.69 3.29 -0.34
5 C 5.85 2.89 -0.99
6 C 6.06 1.56 -1.32
7 C 5.07 0.63 -1.05
8 C 3.88 1.01 -0.42
9 P 2.54 -0.17 -0.11
10 C 3.03 -1.53 -1.21
11 C 2.97 -1.29 -2.58
12 C 3.30 -2.29 -3.49
13 C 3.69 -3.54 -3.03
14 C 3.75 -3.79 -1.67
15 C 3.42 -2.79 -0.76
16 C 2.88 -0.76 1.57
17 C 1.83 -0.87 2.48
18 C 2.07 -1.31 3.78
19 C 3.36 -1.63 4.17
20 C 4.41 -1.51 3.27
21 C 4.18 -1.07 1.98
22 C 2.05 3.84 0.79
23 C 2.74 4.90 1.37
24 C 2.16 6.16 1.37
25 C 0.91 6.36 0.80
26 C 0.20 5.28 0.31
27 C 0.75 4.00 0.31
28 P -0.32 2.58 -0.13
29 C -1.73 2.85 0.99
30 C -1.58 3.48 2.22
31 C -2.66 3.61 3.09
32 C -3.90 3.12 2.72
33 C -4.07 2.48 1.50
34 C -2.98 2.33 0.65
35 C -0.92 3.05 -1.78
36 C -0.17 2.59 -2.87
37 C -0.54 2.92 -4.16
38 C -1.66 3.70 -4.38
39 C -2.41 4.16 -3.31
40 C -2.04 3.84 -2.01
41 H 4.55 4.33 -0.10
42 H 6.60 3.63 -1.23
43 H 6.97 1.26 -1.81
44 H 5.21 -0.39 -1.36
45 H 2.67 -0.31 -2.95
46 H 3.25 -2.08 -4.55
47 H 3.94 -4.32 -3.74
48 H 4.06 -4.76 -1.31
49 H 3.47 -3.00 0.30
50 H 0.82 -0.62 2.17
51 H 1.25 -1.38 4.48
52 H 3.55 -1.96 5.19
53 H 5.42 -1.76 3.58
54 H 5.01 -0.97 1.29
55 H 3.69 4.73 1.84
56 H 2.70 6.99 1.80
57 H 0.47 7.35 0.78
58 H -0.80 5.43 -0.07
59 H -0.62 3.88 2.52
60 H -2.52 4.10 4.04
61 H -4.75 3.23 3.39
62 H -5.03 2.09 1.21
63 H -3.12 1.82 -0.30
64 H 0.71 1.98 -2.70
65 H 0.04 2.56 -5.00
66 H -1.96 3.95 -5.39
67 H -3.28 4.78 -3.48
68 H -2.64 4.20 -1.18
69 C -1.39 -0.59 -0.08
70 C -2.43 -1.16 0.68
71 C -3.08 -2.29 0.15
72 C -4.07 -2.90 0.90
73 C -4.41 -2.39 2.14
74 C -3.78 -1.27 2.67
75 C -2.78 -0.65 1.94
76 H -2.79 -2.66 -0.82
77 H -4.58 -3.77 0.51
78 H -5.19 -2.88 2.72
79 H -4.06 -0.89 3.64
80 H -2.26 0.22 2.33
81 N -0.05 -11.38 2.44
82 C -0.02 -10.34 1.95
83 C 0.03 -9.05 1.35
84 C -0.30 -7.92 2.10
85 C -0.26 -6.67 1.52
86 C 0.13 -6.53 0.19
87 C 0.46 -7.65 -0.56
88 C 0.40 -8.91 0.01
89 N 0.19 -5.25 -0.40
90 C 0.12 -4.94 -1.75
91 C 0.22 -3.59 -1.83
92 N 0.36 -3.04 -0.58
93 C 0.33 -4.05 0.25
94 H -0.60 -8.03 3.13
95 H -0.54 -5.80 2.10
96 H 0.78 -7.55 -1.59
97 H 0.66 -9.79 -0.57
98 H -0.01 -5.70 -2.50
99 H 0.20 -2.98 -2.72
100 H 0.43 -3.99 1.32

The value obtained for the HOMO-LUMO gap is 6.30 eV. For the highest occupied orbital energy, the calculation gives -9.992 eV. As for the LUMO energy: -3.69 eV. Its charge is +1. Its relative energy (zero: lowest compared OMol25 entry of this formula, charge and spin) is 0.00 kcal/mol.

Here are the Löwdin charges for atoms 1 to 2, given in e: 0.788, -0.049

***

The following is a DFT calculation (wB97M-V/def2-TZVPD) of a molecular structure, C53H43Br4CaINO3PTe in a non-equilibrium geometry.

CARTESIAN COORDINATES (ANGSTROEM)
1 Ca -2.55 0.13 -1.90
2 I 0.75 -0.06 -5.72
3 C 2.47 -0.19 -4.51
4 C 3.30 0.90 -4.50
5 C 4.59 0.82 -3.95
6 C 5.07 -0.39 -3.56
7 C 4.25 -1.54 -3.58
8 C 4.79 -2.82 -3.33
9 C 4.01 -3.94 -3.46
10 C 2.63 -3.80 -3.62
11 C 2.03 -2.57 -3.73
12 P 0.23 -2.40 -3.27
13 C -0.46 -3.89 -4.09
14 C -0.10 -4.21 -5.40
15 C -0.71 -5.27 -6.05
16 C -1.69 -6.01 -5.41
17 C -2.07 -5.68 -4.11
18 C -1.46 -4.62 -3.46
19 C 0.34 -3.04 -1.53
20 C -0.21 -2.23 -0.53
21 C -0.20 -2.63 0.80
22 C 0.38 -3.83 1.16
23 C 0.92 -4.65 0.18
24 C 0.90 -4.26 -1.15
25 C 2.87 -1.42 -3.92
26 H 2.97 1.83 -4.95
27 H 5.21 1.70 -3.92
28 H 6.11 -0.50 -3.25
29 H 5.84 -2.90 -3.08
30 H 4.45 -4.92 -3.36
31 H 2.01 -4.69 -3.65
32 H 0.65 -3.62 -5.91
33 H -0.43 -5.51 -7.07
34 H -2.16 -6.85 -5.91
35 H -2.84 -6.25 -3.61
36 H -1.77 -4.36 -2.45
37 H -0.68 -1.28 -0.76
38 H -0.64 -1.99 1.56
39 H 0.40 -4.14 2.20
40 H 1.37 -5.60 0.45
41 H 1.30 -4.94 -1.89
42 Br -4.74 6.58 -2.06
43 C -3.69 5.02 -2.27
44 C -2.33 5.12 -2.47
45 Br -1.47 6.81 -2.51
46 C -1.58 3.95 -2.66
47 Br 0.29 4.03 -2.94
48 C -2.15 2.67 -2.66
49 O -1.46 1.58 -2.84
50 C -3.58 2.57 -2.41
51 O -4.13 1.39 -2.37
52 C -4.29 3.76 -2.22
53 Br -6.14 3.57 -1.88
54 C 0.49 6.79 5.67
55 C 0.18 5.60 4.81
56 C -0.97 4.85 4.99
57 C -1.28 3.79 4.14
58 C -2.56 3.02 4.37
59 C -0.43 3.46 3.09
60 Te -1.14 2.09 1.43
61 N -2.19 0.48 0.27
62 C -2.89 -0.60 0.46
63 O -3.22 -1.34 -0.52
64 C -3.32 -1.07 1.83
65 C -3.57 -0.19 2.88
66 C -3.95 -0.68 4.12
67 C -4.10 -2.04 4.32
68 C -3.90 -2.92 3.27
69 C -3.51 -2.43 2.03
70 C 0.58 0.85 1.64
71 C 0.82 0.18 2.85
72 C -0.09 0.30 4.04
73 C 1.95 -0.63 2.96
74 C 2.85 -0.78 1.91
75 C 4.05 -1.67 2.04
76 C 2.58 -0.12 0.72
77 C 1.45 0.68 0.57
78 C 1.26 1.35 -0.75
79 C 0.75 4.21 2.90
80 C 1.70 3.94 1.76
81 C 1.03 5.26 3.76
82 H -0.24 6.89 6.48
83 H 0.47 7.71 5.08
84 H 1.48 6.71 6.12
85 H -1.65 5.11 5.79
86 H -3.12 3.44 5.20
87 H -2.35 1.97 4.59
88 H -3.19 3.06 3.48
89 H -3.47 0.87 2.72
90 H -4.14 0.01 4.94
91 H -4.38 -2.42 5.30
92 H -4.05 -3.98 3.41
93 H -3.35 -3.10 1.19
94 H -1.13 0.17 3.72
95 H 0.00 1.29 4.49
96 H 0.15 -0.45 4.79
97 H 2.12 -1.17 3.88
98 H 4.25 -1.91 3.09
99 H 4.94 -1.20 1.62
100 H 3.88 -2.61 1.50
101 H 3.26 -0.24 -0.12
102 H 1.36 0.63 -1.56
103 H 2.01 2.13 -0.91
104 H 0.27 1.80 -0.84
105 H 1.16 3.92 0.81
106 H 2.19 2.97 1.89
107 H 2.46 4.71 1.70
108 H 1.93 5.84 3.60

The value obtained for the HOMO-LUMO gap (spin up / spin down) is 5.65 / 5.18 eV. For the highest occupied orbital energy (spin up / spin down), the calculation gives -4.052 / -4.051 eV. Its expectation value of S² is 0.762. As for the LUMO energy (spin up / spin down): 1.60 / 1.13 eV. Its charge is -1. Its relative energy (zero: lowest compared OMol25 entry of this formula, charge and spin) is 30.72 kcal/mol. The multiplicity is 2.

Here are the Löwdin charges for atoms 1 to 2, given in e: 1.412, 0.930

***

The following is a DFT calculation (wB97M-V/def2-TZVPD) of a molecular structure, C53H44IrN7OP2S2.

CARTESIAN COORDINATES (ANGSTROEM)
1 Ir 0.79 0.81 0.78
2 C 5.16 3.72 1.31
3 S 4.12 3.51 2.77
4 C 2.81 2.55 2.18
5 S 2.78 1.99 0.53
6 N 1.90 2.31 3.09
7 N 0.82 1.62 2.64
8 C -0.18 1.44 3.42
9 C -1.40 0.84 2.84
10 C -2.51 0.26 3.75
11 C -3.30 -0.99 3.28
12 C -2.97 -1.65 1.92
13 C -1.87 -1.05 1.03
14 N -1.11 0.16 1.51
15 H 6.00 4.32 1.66
16 H 4.63 4.26 0.53
17 H 5.53 2.77 0.95
18 H -0.15 1.84 4.43
19 H -2.29 0.32 4.81
20 H -3.56 -1.68 4.08
21 H -3.04 -2.73 1.88
22 H -1.22 -1.75 0.50
23 C 1.70 -12.09 -3.59
24 O 1.53 -10.91 -4.36
25 C 1.53 -9.73 -3.72
26 C 1.36 -8.60 -4.53
27 C 1.35 -7.34 -3.97
28 C 1.50 -7.18 -2.59
29 C 1.67 -8.30 -1.79
30 C 1.68 -9.58 -2.34
31 C 1.48 -5.83 -2.04
32 N 1.29 -4.72 -2.74
33 C 1.34 -3.71 -1.84
34 C 1.57 -4.18 -0.57
35 N 1.66 -5.54 -0.71
36 C 1.72 -3.34 0.59
37 C 2.08 -3.74 1.88
38 C 2.23 -2.80 2.87
39 C 2.00 -1.45 2.59
40 N 1.64 -1.05 1.38
41 C 1.51 -1.97 0.39
42 C 1.25 -1.42 -0.95
43 N 1.04 -0.15 -0.99
44 C 1.30 0.56 -2.24
45 C 1.22 -0.27 -3.54
46 C 1.06 -1.74 -3.34
47 C 1.24 -2.29 -2.13
48 H 1.68 -12.91 -4.30
49 H 0.90 -12.21 -2.87
50 H 2.67 -12.09 -3.08
51 H 1.24 -8.74 -5.59
52 H 1.22 -6.47 -4.59
53 H 1.79 -8.22 -0.72
54 H 1.81 -10.43 -1.70
55 H 1.83 -6.22 0.01
56 H 2.27 -4.79 2.11
57 H 2.53 -3.08 3.87
58 H 2.11 -0.68 3.35
59 H 2.26 1.06 -2.10
60 H 2.13 -0.14 -4.13
61 H 0.92 -2.38 -4.20
62 C -1.18 3.86 -0.06
63 P -0.89 2.08 -0.20
64 C -2.10 1.09 0.82
65 C -2.46 1.77 2.15
66 C -3.56 1.17 3.06
67 C -4.35 -0.07 2.59
68 C -4.02 -0.72 1.22
69 C -2.90 -0.14 0.31
70 C -1.07 1.56 -1.92
71 C -2.24 1.21 -2.46
72 C -2.34 0.54 -3.76
73 C -1.25 0.22 -4.46
74 C 0.10 0.70 -4.07
75 C 0.19 1.50 -2.73
76 P -0.32 4.62 1.44
77 C -1.73 5.45 2.24
78 C -2.70 6.19 1.57
79 C -3.74 6.78 2.27
80 C -3.82 6.64 3.65
81 C -2.86 5.91 4.33
82 C -1.82 5.32 3.63
83 C 0.58 5.96 0.59
84 C 1.50 5.60 -0.39
85 C 2.26 6.56 -1.04
86 C 2.11 7.91 -0.70
87 C 1.20 8.27 0.28
88 C 0.44 7.31 0.93
89 H -2.26 4.03 -0.01
90 H -0.83 4.32 -0.98
91 H -2.37 2.85 2.20
92 H -4.13 1.91 3.62
93 H -5.40 -0.09 2.87
94 H -4.87 -1.13 0.68
95 H -3.07 -0.25 -0.75
96 H -3.17 1.36 -1.91
97 H -3.32 0.24 -4.11
98 H -1.34 -0.35 -5.38
99 H 0.50 1.28 -4.90
100 H 0.56 2.53 -2.87
101 H -2.63 6.33 0.50
102 H -4.49 7.36 1.74
103 H -4.63 7.11 4.19
104 H -2.91 5.82 5.41
105 H -1.06 4.76 4.16
106 H 1.65 4.55 -0.63
107 H 2.97 6.27 -1.80
108 H 2.70 8.66 -1.20
109 H 1.08 9.31 0.55
110 H -0.27 7.61 1.69

The value obtained for the HOMO-LUMO gap is 5.47 eV. For the highest occupied orbital energy, the calculation gives -11.623 eV. As for the LUMO energy: -6.16 eV. Its charge is +2. Its relative energy (zero: lowest compared OMol25 entry of this formula, charge and spin) is 192.68 kcal/mol.

Here are the Löwdin charges for atoms 1 to 2, given in e: 1.052, -0.413

***

The following is a DFT calculation (wB97M-V/def2-TZVPD) of a molecular structure, C53H45BeN4O4Si.

CARTESIAN COORDINATES (ANGSTROEM)
1 Be 0.09 0.26 0.85
2 C 8.33 -0.40 5.69
3 O 7.84 0.71 4.98
4 C 6.65 0.56 4.33
5 C 6.16 1.69 3.68
6 C 4.95 1.64 3.00
7 C 4.21 0.46 2.94
8 C 4.72 -0.66 3.58
9 C 5.92 -0.62 4.27
10 C 2.90 0.42 2.23
11 C 2.74 -0.47 1.12
12 C 3.82 -1.18 0.60
13 C 3.30 -2.05 -0.34
14 C 1.92 -1.85 -0.37
15 N 1.54 -0.82 0.50
16 C 1.10 -2.79 -1.09
17 C -0.21 -2.61 -1.33
18 C -1.25 -3.48 -1.81
19 C -2.42 -2.79 -1.86
20 C -2.19 -1.46 -1.39
21 C -3.01 -0.41 -1.18
22 C -4.32 -0.43 -1.89
23 C -4.33 -0.16 -3.26
24 C -5.51 -0.17 -3.98
25 C -6.71 -0.46 -3.34
26 O -7.83 -0.46 -4.14
27 C -9.04 -0.89 -3.54
28 C -6.72 -0.73 -1.98
29 C -5.53 -0.71 -1.27
30 C -2.69 0.72 -0.36
31 N -1.63 0.89 0.55
32 C -2.01 2.00 1.29
33 C -1.35 2.57 2.42
34 C -2.06 3.58 3.23
35 C -3.27 3.29 3.86
36 C -3.93 4.24 4.63
37 C -3.39 5.51 4.79
38 O -4.11 6.38 5.57
39 C -3.63 7.70 5.66
40 C -2.19 5.82 4.17
41 C -1.54 4.86 3.40
42 C -0.09 2.19 2.76
43 C 0.69 2.68 3.87
44 C 1.90 2.08 3.81
45 C 1.88 1.20 2.67
46 N 0.64 1.24 2.06
47 C -3.21 2.55 0.81
48 C -3.63 1.74 -0.22
49 N -0.79 -1.31 -1.14
50 C 1.75 -3.98 -1.69
51 C 2.02 -3.99 -3.06
52 C 2.63 -5.07 -3.66
53 C 2.97 -6.19 -2.90
54 O 3.55 -7.22 -3.59
55 C 3.76 -8.42 -2.88
56 C 2.71 -6.20 -1.54
57 C 2.11 -5.10 -0.94
58 H 9.27 -0.09 6.12
59 H 8.50 -1.26 5.04
60 H 7.65 -0.70 6.49
61 H 6.74 2.60 3.72
62 H 4.58 2.53 2.51
63 H 4.16 -1.59 3.55
64 H 6.27 -1.52 4.76
65 H 4.85 -1.05 0.89
66 H 3.83 -2.77 -0.93
67 H -1.09 -4.52 -2.04
68 H -3.39 -3.17 -2.12
69 H -3.40 0.06 -3.76
70 H -5.52 0.05 -5.04
71 H -9.77 -0.92 -4.34
72 H -9.37 -0.19 -2.77
73 H -8.94 -1.88 -3.10
74 H -7.64 -0.95 -1.46
75 H -5.54 -0.92 -0.20
76 H -3.70 2.31 3.75
77 H -4.86 4.00 5.12
78 H -4.33 8.24 6.30
79 H -3.59 8.18 4.68
80 H -2.64 7.74 6.12
81 H -1.75 6.81 4.26
82 H -0.61 5.12 2.92
83 H 0.34 3.40 4.60
84 H 2.74 2.20 4.47
85 H -3.69 3.43 1.20
86 H -4.52 1.84 -0.81
87 H 1.75 -3.12 -3.65
88 H 2.85 -5.07 -4.72
89 H 4.14 -9.14 -3.60
90 H 2.82 -8.80 -2.46
91 H 4.49 -8.30 -2.08
92 H 2.96 -7.06 -0.93
93 H 1.92 -5.11 0.12
94 C 2.52 1.12 -4.71
95 Si 0.65 1.01 -4.46
96 C -0.09 -0.23 -5.69
97 C -0.08 2.72 -4.80
98 C 0.22 0.38 -2.80
99 C -0.24 -0.40 -2.01
100 H 2.77 1.19 -5.77
101 H 3.02 0.24 -4.30
102 H 2.92 1.99 -4.20
103 H 0.11 0.03 -6.73
104 H -1.17 -0.30 -5.56
105 H 0.32 -1.23 -5.50
106 H -0.03 2.96 -5.87
107 H 0.47 3.49 -4.26
108 H -1.13 2.78 -4.49

The value obtained for the HOMO-LUMO gap (spin up / spin down) is 4.72 / 4.72 eV. For the highest occupied orbital energy (spin up / spin down), the calculation gives -2.459 / -2.458 eV. As for the LUMO energy (spin up / spin down): 2.26 / 2.26 eV. Its charge is -1.

Here are the Löwdin charges for atoms 1 to 2, given in e: 0.428, -0.108